No. 1
The following is a quantum chemistry calculation of a cluster of 2 separate species, C31H60N2O6PS in total at a distorted geometry, from the OMol25 dataset.

Each line ends with the Mulliken charge.
Positions of all 101 atoms, in Å:
1 C -1.5253 2.7992 8.4125  -0.80
2 C -1.1235 3.4357 7.1312  -0.25
3 C 0.2240 3.1487 6.2526  -0.23
4 C 0.2141 1.8178 5.3158  0.85
5 C -1.1482 1.5245 4.4678  -0.31
6 C -1.9699 2.8247 3.9256  -0.14
7 O -3.1414 3.1073 4.5614  -0.60
8 N -1.6153 3.7308 2.7709  0.52
9 C -2.2721 3.3246 1.4709  -0.74
10 C -2.1265 5.1438 3.1135  -0.71
11 C 0.4176 0.5223 6.3353  -0.89
12 C 1.9527 -0.0094 6.4758  -0.39
13 O 2.9935 1.0139 6.5659  -0.38
14 S 3.0485 1.9865 5.1235  1.11
15 O 4.1970 1.3835 4.2244  -0.64
16 O 3.3649 3.4110 5.6339  -0.57
17 C 1.4604 1.7519 4.2020  -1.53
18 N 1.2282 2.5471 2.9595  1.24
19 C 1.7387 3.9478 2.9590  0.35
20 C 3.2907 4.1829 2.3808  -0.86
21 O 1.0929 5.0652 3.3208  -0.51
22 C 1.4714 1.7886 1.6775  0.02
23 C 2.7682 0.7859 1.3863  -0.67
24 O 0.5824 1.8685 0.6483  -0.55
25 H -0.8595 2.6590 9.3668  0.31
26 H -2.6229 2.3310 8.4481  0.22
27 H -1.8715 4.2620 6.7028  0.20
28 H 1.1094 3.0054 7.0411  0.44
29 H 0.4882 4.1587 5.6903  0.23
30 H -1.8712 0.8049 5.0728  0.51
31 H -0.8117 0.9138 3.4984  -0.09
32 H -1.9493 2.2344 1.1908  -0.08
33 H -3.4357 3.3268 1.6093  0.44
34 H -1.9222 4.1260 0.6593  0.32
35 H -3.2758 5.2148 2.8331  0.27
36 H -1.5506 5.9858 2.5049  0.24
37 H -1.9392 5.4158 4.2605  0.22
38 H -0.2182 -0.3862 5.8920  0.33
39 H 0.0036 0.6999 7.4148  0.33
40 H 2.1781 -0.6703 5.5079  0.22
41 H 2.0163 -0.7308 7.4067  0.39
42 H 1.4434 0.6123 3.8339  0.52
43 H 3.4204 3.7534 1.2767  0.24
44 H 4.1090 3.7835 3.1157  0.26
45 H 3.4670 5.3508 2.2753  0.33
46 H 3.7980 1.2783 1.6439  0.32
47 H 2.7899 0.5187 0.2313  0.24
48 H 2.6454 -0.2625 1.9407  0.19
49 C -1.1875 -1.1194 0.2026  -1.38
50 C -0.7651 -0.3125 -1.0147  1.19
51 C -1.7642 -0.3845 -2.1661  -1.37
52 C -1.7599 -1.6854 -2.9765  -1.19
53 P -0.4932 -1.9231 -4.1980  1.11
54 C -0.4487 -0.4230 -5.2148  -1.50
55 C -1.7243 0.1534 -5.8271  -0.72
56 C -2.3267 -0.5585 -7.0412  -0.43
57 C -1.3452 -0.8667 -8.1602  -1.24
58 C -0.9437 -3.2168 -5.3209  -0.56
59 C -1.1781 -4.6539 -4.8828  -0.99
60 C 0.0477 -5.5103 -4.5912  0.21
61 C 1.1790 -5.3901 -5.6002  -1.35
62 C 1.1733 -1.9928 -3.5912  -0.94
63 C 1.7962 -3.1130 -2.7677  -1.20
64 C 1.0165 -3.6247 -1.5609  0.28
65 C 1.5999 -3.1618 -0.2349  -1.70
66 H -1.3427 -2.1733 -0.0372  0.39
67 H -0.4191 -1.0559 0.9803  0.10
68 H -2.1190 -0.7264 0.6216  0.48
69 H 0.2263 -0.6316 -1.3390  -0.66
70 H -0.6629 0.7344 -0.7072  0.20
71 H -1.5734 0.4589 -2.8358  0.33
72 H -2.7723 -0.2282 -1.7615  0.56
73 H -2.7064 -1.7018 -3.5326  0.69
74 H -1.8244 -2.5486 -2.3090  0.81
75 H 0.3107 -0.5633 -5.9910  0.76
76 H -0.0369 0.3555 -4.5599  0.52
77 H -1.4978 1.1822 -6.1381  0.51
78 H -2.5002 0.2347 -5.0584  0.20
79 H -3.1184 0.0824 -7.4509  0.44
80 H -2.8374 -1.4725 -6.7328  0.26
81 H -0.9321 0.0549 -8.5823  0.36
82 H -1.8553 -1.4070 -8.9642  0.37
83 H -0.5166 -1.4945 -7.8239  0.25
84 H -0.2766 -3.1934 -6.1886  0.53
85 H -1.9180 -2.9159 -5.7073  0.00
86 H -1.7326 -5.1546 -5.6881  0.43
87 H -1.8379 -4.6662 -4.0071  0.34
88 H -0.2663 -6.5607 -4.5425  0.46
89 H 0.4100 -5.2797 -3.5927  -0.30
90 H 0.8721 -5.7712 -6.5782  0.35
91 H 2.0408 -5.9761 -5.2621  0.41
92 H 1.5213 -4.3621 -5.7213  0.30
93 H 1.3611 -1.0547 -3.0561  0.77
94 H 1.8021 -1.9144 -4.4888  0.60
95 H 2.7916 -2.7775 -2.4450  0.61
96 H 2.0080 -3.9518 -3.4324  0.21
97 H 1.0476 -4.7204 -1.5520  0.57
98 H -0.0351 -3.3531 -1.6226  -0.10
99 H 2.5924 -3.5971 -0.0764  0.49
100 H 0.9606 -3.4842 0.5914  0.42
101 H 1.6969 -2.0720 -0.1943  0.17

Cartesian forces, eV/Å:
0.329 0.686 -2.742
-1.035 -1.093 1.911
0.941 1.981 1.906
-0.334 -0.593 0.604
0.050 -0.284 -1.332
-6.321 1.553 2.367
7.027 -1.939 -3.316
-1.050 -0.130 1.647
0.013 -0.351 -0.212
-0.227 1.079 0.287
-0.090 -0.774 -0.112
-1.026 -1.944 -1.113
-1.771 0.932 -2.337
7.245 1.577 0.214
-4.778 1.865 3.123
-1.998 -5.045 -1.944
-2.593 -1.799 0.272
1.435 -0.307 -0.246
-0.533 6.895 0.306
-0.395 0.852 -0.488
3.431 -7.910 -1.803
-3.024 -0.556 -5.378
-0.207 -0.363 -0.253
5.482 0.163 6.905
-0.811 -0.603 -2.495
2.114 2.259 0.444
1.224 -2.827 0.331
-1.778 0.210 -1.760
-0.576 -2.344 0.745
1.372 2.045 -1.219
-0.749 1.215 1.946
-0.421 2.181 0.341
1.969 0.158 -0.421
-0.850 -2.010 1.707
2.293 -0.028 0.875
-1.021 -2.156 1.021
-0.551 -0.854 -2.651
1.532 1.820 0.951
0.594 0.187 -2.216
-0.288 1.216 2.103
0.176 1.767 -1.847
0.402 2.494 1.034
-0.351 0.583 2.502
-1.760 0.422 -1.455
-0.675 -2.528 0.398
-2.188 -0.950 -0.059
-0.437 0.837 2.453
0.319 2.461 -0.899
0.044 0.043 0.128
-0.192 0.267 0.183
0.385 0.425 0.032
-1.155 -0.203 0.602
0.019 0.846 -0.574
0.362 0.510 0.030
-0.534 0.142 -0.145
-0.180 -0.025 -0.069
-0.048 -0.032 -0.157
-0.509 -0.836 -0.720
-0.128 -0.735 0.244
0.093 -0.183 0.229
0.081 -0.252 0.041
1.474 0.341 0.279
0.167 -0.794 -0.151
0.235 -0.353 0.328
-0.046 0.085 0.247
-0.002 -0.060 0.085
-0.135 -0.069 -0.077
0.063 -0.060 -0.048
0.083 0.022 -0.031
0.017 -0.284 -0.182
-0.124 -0.028 -0.028
0.131 -0.120 -0.153
0.157 -0.166 -0.208
0.116 -0.035 -0.077
-0.014 -0.165 0.097
0.059 -0.174 0.031
0.080 -0.180 0.181
0.074 0.097 -0.022
0.122 -0.082 0.191
-0.023 -0.043 -0.005
0.027 -0.131 0.044
0.134 0.121 0.076
0.009 0.027 -0.068
0.095 0.190 0.179
0.038 0.437 -0.028
-0.005 0.293 0.092
-0.008 -0.049 -0.117
-0.030 0.212 0.003
0.127 0.032 0.115
0.081 0.090 0.029
-0.137 0.068 -0.155
0.049 0.061 -0.048
-0.371 0.097 -0.157
-0.238 0.149 -0.106
-0.261 0.095 -0.069
-0.055 0.058 -0.053
-0.111 0.136 -0.085
-0.098 0.042 0.004
-0.121 0.097 -0.063
0.119 0.097 -0.012
-0.023 -0.069 0.044

Properties
DFT total energy	-68490.987	eV
spin multiplicity	1
total charge	+1
frontier orbital gap	7.16	eV
ΔE to the lowest compared entry with this formula, charge and spin	247.8	kcal per mole
HOMO energy	-9.767	eV

No. 2
The following is a quantum chemistry calculation of a cluster of 2 separate species, C11H21N2 in total at a distorted geometry, from the OMol25 dataset.

Each line ends with the Mulliken charge.
Positions of all 34 atoms, in Å:
1 C 4.3805 -2.4952 -1.8994  -0.69
2 N 2.8502 -2.3174 -1.9568  0.56
3 C 1.9325 -3.4298 -1.5873  0.05
4 C 0.3022 -3.4809 -1.5225  -0.35
5 C -0.3415 -2.0117 -2.0141  -0.13
6 C 0.8747 -0.9905 -2.4018  -0.17
7 N 2.3425 -1.1247 -2.3552  -0.57
8 H 4.6970 -2.1037 -0.8184  0.33
9 H 4.9498 -1.8196 -2.6703  0.29
10 H 4.7184 -3.6127 -1.9929  0.27
11 H 2.4757 -4.4420 -1.2582  0.30
12 H -0.3670 -4.3923 -1.1992  0.35
13 H -1.4909 -1.7978 -2.0591  0.38
14 H 0.4946 0.0721 -2.7991  0.38
15 C -2.7402 3.6965 1.7341  -1.17
16 C -1.5422 2.9542 2.3051  -0.40
17 C -0.5425 2.5098 1.2341  -0.80
18 C -1.0881 1.5149 0.2026  -0.36
19 C -1.6510 0.2155 0.7828  -0.23
20 C -0.6098 -0.6128 1.5205  -1.09
21 H -3.3243 3.0637 1.0603  0.28
22 H -3.4034 4.0187 2.5434  0.38
23 H -2.4208 4.5868 1.1836  0.29
24 H -1.8857 2.0946 2.8906  0.23
25 H -1.0245 3.6176 3.0088  0.37
26 H 0.3343 2.0788 1.7287  0.34
27 H -0.1775 3.3962 0.6989  0.37
28 H -0.2820 1.2703 -0.5008  0.10
29 H -1.8688 1.9995 -0.3947  0.34
30 H -2.0531 -0.3867 -0.0407  0.14
31 H -2.4944 0.4246 1.4490  0.35
32 H 0.2225 -0.8716 0.8583  0.16
33 H -1.0575 -1.5444 1.8820  0.36
34 H -0.2096 -0.0799 2.3877  0.36

Cartesian forces, eV/Å:
1.307 0.572 1.386
-4.347 -2.305 0.290
-1.122 -0.497 0.396
2.178 5.628 -2.014
5.782 -2.739 0.794
-0.653 -0.782 0.378
-4.333 -1.490 0.389
-0.705 -0.917 -2.369
-1.677 -1.354 1.293
-1.129 2.208 0.028
-1.132 2.641 -0.880
1.893 1.869 -0.680
2.570 -0.211 -0.003
1.338 -2.586 1.031
-0.181 0.033 0.129
0.133 0.084 -0.032
0.126 -0.031 0.051
-0.213 0.119 -0.023
0.124 0.083 -0.077
-0.142 -0.150 0.193
0.010 0.086 0.023
0.043 -0.002 -0.178
-0.059 -0.091 0.014
0.060 0.025 -0.027
-0.030 -0.158 -0.075
-0.020 0.003 -0.046
-0.061 -0.100 0.065
0.028 -0.012 0.021
0.070 -0.012 0.054
-0.113 0.047 0.025
0.063 0.007 -0.103
0.056 0.046 0.058
0.133 0.070 0.011
0.002 -0.086 -0.120

Properties
DFT total energy	-14714.384	eV
spin multiplicity	1
total charge	+1
frontier orbital gap	7.56	eV
ΔE to the lowest compared entry with this formula, charge and spin	147.3	kcal per mole
HOMO energy	-13.212	eV

No. 3
The following is a quantum chemistry calculation of a structure of composition C31H32N2OSiSr at a distorted geometry, from the OMol25 dataset.

Each line ends with the Mulliken charge.
Positions of all 68 atoms, in Å:
1 C 2.8387 2.4255 0.6568  -0.60
2 C 2.8387 2.6878 -0.8049  -0.36
3 H 1.9356 1.8860 0.9839  -0.12
4 H 2.8981 3.3158 1.2868  0.37
5 H 3.6864 1.7838 0.8997  0.40
6 H 3.0880 1.7833 -1.3751  -0.10
7 H 1.8639 3.0335 -1.1630  0.09
8 H 3.5669 3.4693 -1.0408  0.31
9 C 2.0649 -3.9365 1.1144  -0.42
10 C 2.6929 -5.1338 1.4641  -0.64
11 C 3.0406 -6.0292 0.4402  -0.44
12 C 2.8400 -5.6545 -0.8855  -0.61
13 H 1.7781 -3.1883 1.8684  0.45
14 H 2.8934 -5.3642 2.5160  0.38
15 H 3.4682 -7.0079 0.6742  0.41
16 H 3.1560 -6.2941 -1.7070  0.32
17 N 1.7447 -3.6364 -0.1696  -0.03
18 C 2.2056 -4.4329 -1.1882  0.35
19 C 2.1142 -3.9156 -2.5897  0.52
20 N 1.4728 -2.7172 -2.7979  -0.18
21 C 1.6364 -2.0365 -3.9493  -0.22
22 C 2.8463 -3.8762 -4.8986  -0.42
23 C 2.3314 -2.5887 -5.0309  -0.68
24 H 1.2115 -1.0203 -3.9796  0.43
25 H 2.4496 -2.0070 -5.9475  0.38
26 C 2.7628 -4.5362 -3.6699  -0.59
27 H 3.2049 -5.5219 -3.5096  0.28
28 H 3.3368 -4.3754 -5.7311  0.41
29 Sr 0.3497 -1.6520 -0.9136  2.29
30 C 3.4245 -0.7480 -1.0072  -0.99
31 H 3.4750 -0.3229 -2.0300  0.16
32 H 3.7107 -1.8136 -0.9781  0.23
33 H 3.9242 -0.1371 -0.2518  0.11
34 O -0.6401 0.1800 0.0690  -0.69
35 Si -1.7534 1.1277 0.7156  -0.86
36 C -3.2320 1.4648 -0.3761  0.45
37 C -3.7924 2.7444 -0.3460  0.11
38 C -4.9270 3.0410 -1.1118  -0.78
39 C -5.4994 2.0469 -1.9165  -0.47
40 C -4.9359 0.7647 -1.9488  -0.56
41 C -3.8069 0.4665 -1.1751  -0.33
42 C -2.4839 0.5075 2.3340  0.28
43 C -1.6300 -0.2403 3.1498  -0.53
44 C -2.0471 -0.5999 4.4379  -0.50
45 C -3.3394 -0.2806 4.8752  -0.46
46 C -4.1965 0.4487 4.0445  -0.62
47 C -3.7740 0.8381 2.7668  -0.32
48 C -0.9842 2.7894 1.1334  0.46
49 C -0.7192 3.6547 0.0632  -0.09
50 C -0.0028 4.8374 0.2632  -0.69
51 C 0.4507 5.1747 1.5376  -0.54
52 C 0.1829 4.3201 2.6141  -0.63
53 C -0.5478 3.1364 2.4207  -0.21
54 H -3.3490 3.5315 0.2641  0.42
55 H -5.3493 4.0452 -1.0800  0.39
56 H -6.3811 2.2719 -2.5289  0.35
57 H -5.3723 -0.0141 -2.5801  0.36
58 H -3.3726 -0.5392 -1.1937  0.24
59 H -0.6412 -0.5335 2.7876  0.45
60 H -1.3530 -1.1275 5.0932  0.39
61 H -3.6780 -0.6208 5.8581  0.34
62 H -5.1954 0.7165 4.3888  0.36
63 H -4.4496 1.3917 2.1158  0.35
64 H -1.0695 3.4002 -0.9449  0.41
65 H 0.1998 5.4853 -0.5904  0.36
66 H 1.0229 6.0868 1.6920  0.36
67 H 0.5674 4.5574 3.6103  0.34
68 H -0.7519 2.4875 3.2718  0.33

Cartesian forces, eV/Å:
-0.309 -0.732 1.298
-0.104 0.384 -1.163
0.241 0.077 -0.195
0.023 0.109 -0.211
0.056 0.047 0.215
-0.039 0.265 0.195
0.081 0.039 0.063
0.020 -0.087 -0.198
-0.230 -0.429 -0.850
-0.011 0.071 -0.146
-0.182 0.330 0.046
-0.248 0.368 -0.148
0.091 -0.452 -0.371
-0.083 0.112 -0.498
-0.059 0.422 -0.074
-0.022 0.030 0.388
0.917 -0.812 -0.169
-0.134 -0.005 1.317
-0.361 1.036 -0.995
1.129 -0.755 -0.488
0.239 -0.971 0.200
-0.075 -0.190 0.376
-0.225 0.337 0.180
0.166 -0.594 -0.094
-0.026 -0.290 0.295
-0.183 0.135 0.424
-0.034 0.441 -0.352
-0.046 0.199 0.134
0.512 1.965 1.163
-1.354 -0.679 -0.407
0.221 -0.254 0.498
0.284 0.418 -0.107
-0.092 -0.166 -0.191
-0.475 -0.607 -0.077
0.299 0.124 0.188
0.198 -0.023 -0.099
-0.727 0.016 -0.506
0.074 -0.376 -0.056
0.123 0.059 0.060
0.126 -0.113 0.085
-0.415 0.606 -0.166
0.239 -0.265 -0.481
-0.562 0.035 0.780
-0.059 -0.074 -0.196
0.212 0.035 -0.138
0.131 -0.083 -0.197
0.253 -0.287 0.689
-0.051 0.036 -0.030
0.364 0.322 0.247
-0.198 -0.109 -0.124
-0.120 -0.400 0.165
-0.085 -0.154 -0.058
0.360 0.638 -0.401
-0.094 -0.253 -0.114
0.027 -0.247 -0.060
0.383 -0.102 0.278
0.050 0.292 0.177
-0.166 0.331 -0.011
-0.217 0.214 0.129
-0.273 0.006 -0.089
0.135 0.243 -0.296
0.197 -0.131 -0.059
0.167 -0.053 0.132
0.187 0.089 0.372
0.001 -0.078 0.250
-0.098 -0.152 -0.015
-0.183 0.006 -0.320
0.033 0.089 -0.194

Properties
DFT total energy	-46408.251	eV
spin multiplicity	1
frontier orbital gap (spin up / spin down)	4.43 / 4.43	eV
ΔE to the lowest compared entry with this formula, charge and spin	18.5	kcal per mole
HOMO energy (spin up / spin down)	-5.570 / -5.571	eV